Molecular formula: C2H10N2O2P
Method: DFT, ωB97M-V/def2-TZVPD

Calculated values
- Energy above the lowest of the compared OMol25 structures with the same formula, charge and spin: 3.079 eV
- E_LUMO (spin up / spin down): -0.2016 / -0.2017 hartree
- Calculated total energy: -683.2712 Eh
- Kohn-Sham gap (spin up / spin down): 0.3163 / 0.3163 hartree

```
! wB97M-V def2-TZVPD RIJCOSX def2/J DEFGRID3
* xyz 1 1
C 1.16 -1.11 -0.64
C 0.91 0.12 1.43
N -1.90 1.95 -0.65
N 0.26 -0.68 0.41
O -1.95 -1.50 -0.76
O -2.04 -0.44 1.45
P -1.32 -0.36 0.09
H 1.54 -0.28 -1.24
H 2.01 -1.61 -0.18
H 0.66 -1.83 -1.30
H 1.44 0.97 1.01
H 0.17 0.48 2.15
H 1.63 -0.51 1.96
H -2.67 1.79 -1.30
H -1.09 2.23 -1.20
H -1.81 -1.60 -1.71
H -2.75 0.20 1.61
*
```